The following is a DFT calculation (wB97M-V/def2-TZVPD) of a 2-piece molecular cluster, C3H9NS overall.

DFT total energy ... -572.4763 hartree
Energy relative to the best compared isomer or geometry (same formula, charge and spin) ... 102.8 kcal/mol
Orbital gap (alpha / beta) ... 8.800 / 7.727 eV
Highest occupied orbital energy (alpha / beta) ... -8.74 / -7.64 eV
2S+1 ... 1

```
14
C3H9NS (wB97M-V/def2-TZVPD)
S 0.40569 -0.85622 -0.72698
N 1.40698 -0.19490 0.34322
C 0.30658 -2.47722 -0.05233
C -1.56397 1.99287 -0.21223
C 1.70332 1.19200 0.12764
H 1.87373 1.39017 -0.93461
H 0.80903 1.74149 0.54084
H -1.69503 2.99821 -0.71136
H 2.58134 1.45234 0.91310
H 0.17915 -2.28433 1.00903
H -0.45576 -2.98993 -0.53456
H -1.41907 1.11690 -0.75757
H -1.72233 1.97229 0.86085
H 1.27852 -3.10031 -0.01933
```

---

The following is a DFT calculation (wB97M-V/def2-TZVPD) of C22H43AsNO3S as an isolated structure.

DFT total energy ... -3778.0918 hartree
Orbital gap ... 6.912 eV
Highest occupied orbital energy ... -4.02 eV
Net charge ... -1
2S+1 ... 1

```
71
C22H43AsNO3S (wB97M-V/def2-TZVPD)
As -1.10840 0.01183 -0.68914
S -3.66660 -1.05965 -4.05848
O -0.46974 -0.05311 1.04653
O -0.56116 3.54441 1.77083
O 1.83045 0.19590 -1.08449
N -7.09673 -0.39399 -0.21798
C 4.83611 0.40354 -2.00817
C 1.91519 3.94904 2.27551
C 0.65899 -0.55871 -1.51787
C -2.96614 0.58093 -0.08090
C -3.44056 -2.17392 -2.57415
C 0.18558 1.14370 1.48957
C -1.61613 -1.97849 -0.71035
C 3.04376 -3.43655 2.68457
C 5.38879 -1.37109 -0.06571
C 0.35419 4.31580 2.57225
C 2.77622 -0.61242 -0.40180
C -6.03423 0.38026 0.55895
C -0.72474 2.18097 2.31065
C -3.46077 -0.03827 1.31424
C 2.44877 -1.60174 0.74952
C 5.03321 -2.35790 1.11039
C 3.53778 -2.46542 1.49115
C -1.86585 -2.48966 -2.24548
C 4.29716 -0.52603 -0.81680
C 4.92482 1.90849 -1.40646
C 3.93336 0.36522 -3.33675
C -4.93896 -0.69236 1.03523
H 5.92374 0.08863 -2.23436
H 0.73001 1.74121 0.68413
H 0.58156 -0.40472 -2.66697
H -0.78341 1.54094 -0.87142
H 1.37478 -1.76279 1.10246
H -0.37145 2.22516 3.40211
H 0.81643 -1.70097 -1.39455
H -5.26718 -1.12492 2.05764
H 2.52108 -4.36325 2.27449
H 6.49923 -1.31506 -0.36844
H 2.22609 3.08206 2.95768
H -2.83202 -0.89590 1.72430
H -1.27325 -1.89350 -3.01371
H 5.93616 2.06289 -0.89506
H 4.60771 0.71936 -4.20252
H -0.80139 -2.64308 -0.21775
H -1.76568 -3.62657 -2.33955
H -4.80313 -1.58774 0.33685
H -6.57958 0.78133 1.48388
H 5.81551 -2.97252 1.67458
H -3.65532 0.75970 2.12988
H 3.88893 -3.66809 3.42708
H 3.10373 1.15648 -3.19292
H -6.58005 -1.08557 -0.80254
H -2.58720 -2.21377 -0.15873
H 3.52285 -0.66564 -3.60294
H -5.63915 1.20543 -0.11945
H -2.97538 1.73509 0.04806
H 1.01542 0.79803 2.22748
H -4.03113 -3.14004 -2.80523
H -3.98092 -1.67687 -1.69966
H 4.71723 2.68821 -2.22781
H 4.07850 1.98201 -0.62052
H 2.04681 3.62334 1.18035
H 0.20522 5.42055 2.25647
H -1.67953 0.06607 -2.16560
H 2.58893 4.87255 2.40857
H 2.26591 -2.82657 3.28445
H -1.84322 1.97302 2.29559
H 0.12328 4.29354 3.70088
H -7.52911 -0.99504 0.51554
H -3.12539 0.19255 -3.81003
H -3.70003 0.38366 -0.95757
```

---

The following is a DFT calculation (wB97M-V/def2-TZVPD) of C33H39N5Y as an isolated structure.

DFT total energy ... -1593.0261 hartree
Energy relative to the best compared isomer or geometry (same formula, charge and spin) ... 0.0 kcal/mol
Orbital gap ... 4.370 eV
Highest occupied orbital energy ... -1.89 eV
Net charge ... -1
2S+1 ... 1

```
78
C33H39N5Y (wB97M-V/def2-TZVPD)
Y -0.46350 0.24847 0.22633
N -1.97059 1.83820 3.70276
N -2.19323 0.26893 -1.36418
N -1.38238 1.56505 -2.96930
N 0.93657 1.12227 3.50662
N 1.06981 1.82584 1.26978
C 0.00132 0.53456 -5.38024
C 2.53327 4.09761 2.06785
C 2.20599 3.36673 -4.13512
C 2.41742 3.75022 0.71266
C -1.08887 -2.97524 -0.08259
C 0.66880 -1.96377 -2.54335
C 1.72707 2.59983 0.34687
C -0.61932 4.01889 -1.70184
C -2.35817 1.38166 2.45475
C -2.80095 4.04922 3.18053
C -1.85613 0.16055 2.00750
C 3.13605 -0.77958 1.76469
C 0.90877 -1.65618 -1.11212
C -3.26530 3.61010 1.92668
C -2.94865 0.04766 -2.52487
C -0.30757 2.28574 -3.54618
C -2.15224 3.11534 4.01131
C 2.02176 3.22740 3.01988
C -3.07790 2.27646 1.56315
C 3.15562 -0.36460 -1.36535
C 0.61766 -2.35918 2.56663
C 1.71532 2.27900 -4.85537
C 0.17177 3.38452 -2.79819
C 2.04517 -1.13616 0.82370
C -2.39207 0.76543 -3.54429
C 0.90952 -1.90734 1.18449
C -1.30681 1.24984 -1.63866
C 0.18496 -2.21804 -0.01075
C 0.45671 1.71486 -4.58005
C 1.33169 2.07926 2.57930
C 3.55262 3.95092 -4.40779
C 2.03825 -0.95549 -0.58654
C 1.41711 3.92015 -3.12540
H -0.39673 -2.75697 2.65516
H 3.92233 -1.13724 -1.54320
H -0.64092 -0.15136 -4.81198
H -1.32405 -3.22471 -1.12118
H -3.84867 -0.54251 -2.53713
H 0.80127 -3.03953 -2.75138
H 0.05624 4.52874 -1.00354
H -3.79561 4.29124 1.25320
H 2.74719 -0.23209 2.64055
H -0.55596 0.84299 -6.28224
H 1.22797 1.35828 4.44875
H 2.32422 1.85820 -5.66342
H 1.34803 -3.12773 2.86792
H -1.83638 -0.65264 2.74422
H 1.77186 4.79042 -2.57087
H -1.02662 -3.90085 0.50943
H 3.88343 -0.14183 1.27560
H -1.94169 -2.39242 0.30391
H -2.61603 0.77660 -4.60088
H -0.34537 -1.69491 -2.85835
H 2.82112 0.03866 -2.33217
H -1.78502 3.44951 4.99188
H -3.41894 1.84776 0.61082
H 4.16973 4.00329 -3.50557
H 0.87296 -0.04390 -5.72660
H -1.31984 4.77169 -2.09702
H -1.20989 3.31010 -1.10054
H -2.91867 5.07403 3.52822
H 3.45908 4.97317 -4.78616
H 1.71331 2.26238 -0.70372
H 2.08930 3.37615 4.10109
H 1.35453 -1.40075 -3.18753
H 4.08044 3.35946 -5.15389
H 3.63695 0.45730 -0.81652
H -0.04118 0.80824 3.47233
H 0.70178 -1.52868 3.28134
H 3.63005 -1.70078 2.11728
H 3.00482 5.02940 2.37409
H 2.87574 4.37517 -0.05736
```

---

The following is a DFT calculation (wB97M-V/def2-TZVPD) of a 16-piece molecular cluster, C26H34BCl46I2O3 overall.

DFT total energy ... -23025.8330 hartree
Orbital gap ... 6.315 eV
Highest occupied orbital energy ... -5.14 eV
Net charge ... -1
2S+1 ... 1

```
112
C26H34BCl46I2O3 (wB97M-V/def2-TZVPD)
I 1.87773 3.37768 6.04934
I 5.27731 0.27516 4.00547
Cl 2.37223 2.90569 -8.40023
Cl -1.21833 -0.11110 -0.24435
Cl -4.60328 -5.30770 -3.68381
Cl 2.46035 2.61148 -1.14159
Cl -4.35700 3.25434 3.54078
Cl 7.57712 0.81380 -2.53261
Cl 1.86596 -0.21021 -1.46975
Cl -5.28099 3.81454 6.24608
Cl -8.80805 -0.85292 0.13540
Cl 4.44543 0.84463 -2.30145
Cl -2.17003 -1.57771 2.38401
Cl -3.36598 -7.78443 -2.80943
Cl 0.33038 -2.90299 -1.01739
Cl -0.20177 1.84345 -7.57422
Cl 7.50661 4.90132 -7.77415
Cl 0.44464 -2.68991 -3.91398
Cl -4.60415 -1.72061 0.83321
Cl -0.16226 -9.62025 1.00245
Cl -11.71675 -5.42543 -2.61181
Cl 6.44843 5.99013 -5.29800
Cl 8.84348 7.13186 -6.48303
Cl 6.37369 5.14674 -1.75802
Cl -4.41872 0.16900 3.04259
Cl -10.76342 -8.04182 -1.77210
Cl 0.84063 6.85891 -3.70964
Cl -12.01680 -6.25940 0.14947
Cl -9.18636 -3.15090 -1.60430
Cl 8.94262 6.21937 -2.58779
Cl 7.95861 2.57239 -4.80785
Cl -8.19597 -6.45628 -6.91497
Cl -8.79100 -6.87423 -4.10153
Cl -7.98851 -4.24654 -5.04033
Cl -3.47327 1.72114 -0.16314
Cl 6.50822 0.08002 -5.13415
Cl 0.37350 4.67070 -7.25444
Cl -1.09730 2.40763 -1.68302
Cl -1.74719 -5.71700 -4.04418
Cl -0.39744 1.04275 7.53247
Cl 3.73260 6.69148 -3.90252
Cl -6.87486 -1.43593 -1.94878
Cl 0.19271 -7.84834 -1.26878
Cl -2.11927 -2.56610 -2.55175
Cl 2.10397 4.33470 -4.37439
Cl -2.53799 2.98318 5.80379
Cl -1.22797 -10.36190 -1.59587
Cl 6.94452 7.97565 -1.40560
O 2.10677 2.94938 2.34324
O 1.29549 4.83873 1.55048
O 2.46852 -0.53691 7.28821
C 0.07799 -9.52965 -0.74325
C 1.26521 1.76349 2.18634
C -2.14375 1.09063 -1.14186
C -11.00234 -6.35710 -1.29187
C -8.00400 -2.12651 -0.78203
C 1.86021 0.48282 2.78938
C 0.64395 3.23987 -8.24913
C -3.92525 -1.41723 2.44210
C 4.87188 2.90793 5.58732
C -0.49698 -3.27024 -2.53549
C 2.93681 -1.35945 6.21006
C 1.25534 3.99339 2.34230
C 7.91349 5.65255 -6.22971
C 2.24483 -1.12194 4.85358
C 7.21308 6.55070 -2.41845
C 2.73555 1.62602 5.05802
C 7.82097 0.89181 -4.27840
C -3.33468 -6.49457 -4.01086
C 4.06268 1.72859 4.99076
C 2.25450 5.83171 -3.45592
C 2.71773 1.18633 -2.14232
C -0.41628 -0.02136 6.04874
C -1.95740 -0.24739 5.73451
C -7.79483 -5.98698 -5.25910
C 0.19713 0.57731 4.77280
C -3.90119 3.87445 5.13869
B 1.81540 0.41154 4.45643
H -2.30352 0.45565 4.97651
H 1.00956 -10.02489 -0.98413
H -10.03431 -5.93169 -1.05627
H -3.51889 -6.92979 -4.98462
H 2.31844 1.38345 -3.12994
H -0.31520 0.06584 3.93013
H -6.75749 -6.23769 -5.07671
H 1.22674 -0.35883 2.42786
H -4.31105 -2.16672 3.12096
H -0.59366 -4.34674 -2.61774
H -2.56466 0.61002 -2.01657
H -0.15283 1.62912 4.69753
H 2.31070 5.58131 -2.40261
H -3.60552 4.90870 5.01903
H 6.81374 6.75201 -3.41710
H -2.52494 -0.14762 6.67461
H 5.94730 2.78976 5.40543
H 1.18051 1.60707 1.09027
H 8.74593 0.38295 -4.51586
H 4.03781 -1.29578 6.18878
H -0.07057 -1.00748 6.36811
H 2.72467 -2.41277 6.50957
H 8.52432 4.96086 -5.66421
H -7.44395 -2.74268 -0.08951
H 1.36881 -1.80457 4.81596
H 2.86006 0.31376 2.35825
H 4.53883 3.81182 5.05511
H 0.44829 4.06501 3.09776
H 3.24551 -0.16654 7.69334
H -2.06447 -1.29893 5.42137
H 2.91154 -1.50800 4.05412
H 0.24617 2.02007 2.52335
H 4.67783 3.00765 6.66412
H 0.24743 3.43172 -9.23756
```

---

The following is a DFT calculation (wB97M-V/def2-TZVPD) of C29H23BCl2IIrN4O4S2 as an isolated structure.

DFT total energy ... -3782.6927 hartree
Energy relative to the best compared isomer or geometry (same formula, charge and spin) ... 47.8 kcal/mol
Orbital gap (alpha / beta) ... 3.235 / 4.971 eV
Highest occupied orbital energy (alpha / beta) ... -2.54 / -4.29 eV
Net charge ... -1
2S+1 ... 2

```
67
C29H23BCl2IIrN4O4S2 (wB97M-V/def2-TZVPD)
Ir 1.49827 -0.46922 0.93259
I 3.01396 -2.64444 4.68519
Cl 8.44564 1.92482 -1.57229
Cl 5.88279 -0.38837 2.55912
S 1.06945 -4.32267 2.52994
S 1.40468 -2.48584 -0.32552
O 3.54228 0.12330 0.94213
O 2.20058 1.94297 -0.73502
O 1.14945 0.46688 -2.38031
O -0.19321 1.77618 -1.02452
N -2.51026 -0.14431 5.13238
N 1.03043 1.03299 2.30750
N 0.15787 1.67770 4.20704
N -3.12351 1.37185 1.25576
C -0.54428 -0.97653 0.72212
C 5.76482 1.81147 -1.41307
C 0.89035 0.73791 3.58404
C -1.44585 -1.19767 3.03113
C 0.34727 2.21398 2.10069
C -5.18741 0.82500 -1.89072
C 4.51679 1.49288 -0.75836
C 0.26121 -2.15137 0.96317
C -0.72932 -0.67590 -3.54514
C 2.69734 -3.65250 2.78038
C -2.94137 0.04250 -2.76820
C 5.85051 0.45797 1.06210
C -0.21187 2.61457 3.27026
C 6.92944 1.51086 -0.82556
C -0.98251 1.00517 -1.85200
C -2.38528 0.50127 1.48504
C 3.37417 1.92277 -1.33722
C -2.07940 -0.63509 4.17663
C 0.13011 -2.88396 2.20762
C 6.98187 0.84539 0.44729
C -2.35494 0.94955 -1.88305
C 4.52658 0.68225 0.47021
C -1.49134 -0.54481 1.75990
C -0.67307 -2.35882 3.20764
C -4.96373 0.07938 -4.25105
C -4.45828 -0.14656 -2.82037
C -4.79534 -1.57718 -2.37856
C -0.18135 0.21647 -2.65684
C -2.11990 -0.74362 -3.58251
B 1.08414 1.32838 -1.30010
H 3.42239 -4.46119 2.76717
H 1.27231 -0.14970 4.05881
H -0.85597 3.44044 3.50493
H 2.92738 -2.89593 2.03335
H -0.25296 1.56337 5.12007
H -2.57418 -1.45871 -4.25638
H 3.40154 2.34871 -2.33787
H -4.88223 0.70355 -0.85057
H -4.33057 -2.31790 -3.03093
H 0.25774 2.65115 1.12475
H -0.85677 -0.77356 -0.29519
H 7.94063 0.63728 0.90069
H -4.51244 -0.62070 -4.95497
H -6.04723 -0.05484 -4.29140
H 5.74353 2.33205 -2.36120
H -5.87658 -1.73345 -2.40159
H -0.67773 -2.84139 4.17784
H -4.73059 1.09190 -4.58612
H -6.26255 0.64369 -1.95235
H -0.10927 -1.31535 -4.15655
H -2.92535 1.54809 -1.19117
H -4.44242 -1.75592 -1.36184
H -5.00644 1.86279 -2.17892
```